{"formula": "C18H26KN2Si", "method": "wB97M-V/def2-TZVPD", "fmax_ha_per_bohr": 0.02494, "homo_lumo_gap_ev": 5.52, "de_lowest_kj_mol": 22.60, "charge": -1, "lumo_energy_ev": 2.61, "homo_energy_ha": -0.107, "species": ["C", "H", "H", "H", "H", "C", "C", "H", "C", "H", "H", "C", "C", "N", "H", "C", "C", "H", "H", "H", "H", "C", "H", "H", "C", "C", "H", "N", "H", "C", "H", "Si", "H", "H", "H", "C", "C", "H", "C", "C", "C", "K", "H", "H", "H", "H", "C", "H"], "coordinates": [[-1.5607, 1.1432, -3.0881], [-1.2491, 3.2234, 1.4127], [-1.8674, 2.7193, -4.4984], [-1.1320, 0.7659, -5.1487], [-0.7863, -4.1482, -2.8406], [-2.1848, 1.4115, 0.6760], [3.4692, 1.0289, 2.3527], [3.2452, 1.4032, 5.4111], [-2.0681, 1.7280, -0.7917], [-2.0867, 0.3380, 0.8336], [2.9854, 1.9434, 2.0130], [-0.9732, -2.8153, -1.0746], [-1.1244, 2.1454, 1.4950], [-1.2379, -0.4314, -1.1545], [3.8585, -2.0014, 3.4217], [-1.9293, 2.4310, -3.4554], [0.3796, -0.2123, -3.9906], [0.4901, -0.7666, -3.0631], [1.7318, 0.6456, 5.8839], [-1.6985, -1.7489, -2.7127], [1.0466, 0.6478, -3.9436], [-0.7491, -4.0278, -1.7684], [-3.1783, 1.7282, 1.0107], [-1.1934, 1.8686, 2.5451], [3.5310, -1.3031, 4.1919], [-1.6206, 0.7630, -1.7227], [3.7332, 0.4540, 1.4629], [-0.8391, -3.0167, 0.2730], [3.0630, -1.8904, 4.9796], [-0.5384, -4.2999, 0.4194], [4.4220, -0.8382, 4.6203], [2.2922, 0.0083, 3.4965], [-1.7136, -0.6413, -4.2918], [1.7113, 2.0794, 4.8808], [-0.1810, -6.0081, -0.9596], [-2.3874, 3.3587, -2.5382], [-2.4585, 2.9861, -1.2103], [0.6772, -0.8552, -4.8169], [2.2424, 1.1476, 5.0638], [-0.4393, -4.9715, -0.8101], [-1.0674, 0.2361, -4.1924], [0.3800, -1.1561, 1.2438], [-0.1261, 1.8978, 1.1458], [4.3990, 1.3130, 2.8498], [-0.4542, -4.7244, 1.4090], [-2.6802, 4.3527, -2.8495], [-1.3122, -1.5994, -1.6991], [-2.8205, 3.6880, -0.4714]]}